[1]
The following is a quantum chemistry calculation of a molecular structure, C5H10BrCl2O3Pt in a non-equilibrium geometry, from the OMol25 dataset.

```
22
Properties=species:S:1:pos:R:3:forces:R:3:mulliken_spin:R:1
Pt -1.544253 1.572881 0.947284 1.66 -0.04 -1.81 1.162
Br -0.251168 2.398974 -1.157250 -1.20 -0.53 1.79 0.774
C 1.110102 3.612723 -4.353731 0.15 0.52 -0.02 0.004
Cl 1.167356 5.367211 -4.643271 -0.12 -0.14 0.12 0.001
Cl 1.367910 2.722976 -5.858251 -0.06 -0.08 0.39 0.001
H 1.887350 3.405471 -3.625011 0.17 -0.22 -0.25 0.003
H 0.145366 3.374251 -3.919440 -0.13 -0.05 -0.32 -0.001
C -2.519992 -2.546910 1.743541 0.79 0.35 0.76 0.000
C -1.430237 -2.102214 2.733082 -1.20 0.25 -0.69 0.007
O -0.122087 -2.194657 2.144278 0.00 -0.25 0.47 0.001
C 0.323196 -1.218801 1.421246 0.59 -0.50 -0.03 0.000
O -0.314685 -0.245613 1.031322 -0.63 1.08 -0.06 0.052
O 1.572640 -1.446295 1.110453 -0.26 -0.28 -0.01 0.003
C 2.320522 -0.454358 0.434530 0.81 1.14 -0.54 0.000
H -2.482775 -1.915711 0.858294 -0.06 -0.16 -0.17 -0.001
H -3.474404 -2.389240 2.243626 -0.13 -0.25 -0.12 0.000
H -2.357866 -3.593161 1.501409 -0.27 -0.02 -0.20 0.000
H -1.429046 -2.729704 3.615556 0.29 -0.06 0.03 0.001
H -1.627563 -1.069458 3.025526 0.24 0.01 0.17 -0.003
H 1.787421 0.083638 -0.347771 -0.47 -0.24 0.14 -0.001
H 3.175559 -0.913083 -0.054311 -0.10 -0.39 0.27 0.000
H 2.696660 0.281072 1.148890 -0.08 -0.12 0.07 0.000
```
Positions in Å, forces in eV/Å.

Computed properties:
Orbital gap (alpha / beta) ... 6.8 / 4.6 eV
Multiplicity ... 3
Total charge ... +1
LUMO (alpha / beta) ... -6.33 / -8.54 eV
Energy relative to the best compared isomer or geometry (same formula, charge and spin) ... 0.00 kcal per mole



[2]
The following is a quantum chemistry calculation of C5H10BrI in the gas phase in a non-equilibrium geometry, from the OMol25 dataset.

```
17
Properties=species:S:1:pos:R:3:forces:R:3:mulliken_spin:R:1
C -1.805728 0.738207 -0.726525 0.27 0.06 -3.07 0.003
C 0.768138 0.243538 1.679205 0.98 -2.02 1.54 -0.002
C -0.345031 0.474130 -1.193940 -1.52 -0.51 0.87 0.054
C 0.206519 -0.815233 -0.541671 -1.02 0.10 -1.96 -0.020
C 1.188457 -0.469869 0.460786 0.65 0.67 -1.01 0.702
Br 2.842033 0.066554 -0.473827 -0.41 -0.21 1.06 0.090
I 1.921387 -2.618718 1.722837 0.80 -1.78 0.58 1.134
H -2.056282 0.270251 0.179023 -0.35 -0.37 1.28 0.000
H -2.506756 0.387528 -1.553600 0.75 -0.06 1.21 0.000
H -1.987937 1.781422 -0.748476 -0.31 1.17 0.62 0.001
H 0.629535 1.249551 1.552633 -0.12 2.85 -0.42 0.024
H 1.513581 0.058352 2.498502 -0.63 0.50 -0.61 0.007
H -0.193515 -0.126560 2.055970 0.17 -0.32 -0.25 0.003
H 0.361206 1.289850 -1.111900 -0.10 0.34 0.55 0.001
H -0.433220 0.333036 -2.234529 0.17 -0.33 -1.39 -0.014
H -0.590760 -1.440610 -0.166120 -0.52 0.17 0.76 -0.002
H 0.488372 -1.421428 -1.398368 1.19 -0.27 0.25 0.019
```
Positions in Å, forces in eV/Å.

Computed properties:
Orbital gap (alpha / beta) ... 7.6 / 6.4 eV
Multiplicity ... 3
LUMO (alpha / beta) ... 0.69 / -3.27 eV



[3]
The following is a quantum chemistry calculation of a molecular structure, C5H10BrISi in a non-equilibrium geometry, from the OMol25 dataset.

```
18
Properties=species:S:1:pos:R:3:forces:R:3:mulliken_charge:R:1
C 1.782858 -0.837270 1.809787 0.42 -1.23 0.57 -0.593
C 1.300912 -0.502048 0.633315 -0.21 -0.09 -0.75 0.121
C -0.691807 -1.242384 -1.609540 0.36 1.50 -0.28 -0.866
C 0.314550 1.794242 -0.785218 0.62 -1.16 1.66 -1.313
C -1.787233 0.570504 0.886964 -0.66 -1.06 0.61 -0.907
Si -0.369791 0.060507 -0.210391 1.56 0.94 -0.97 0.423
Br 2.728792 -0.566343 -0.729271 -0.46 0.13 -0.02 -0.227
I -2.768778 -1.191313 1.795321 0.16 0.51 -0.44 -0.043
H 2.812616 -1.219576 1.917473 -0.51 0.59 -0.03 0.251
H 1.169891 -1.016588 2.678412 -0.41 0.39 0.14 0.260
H -1.216867 -0.804713 -2.512025 0.53 -0.42 1.08 0.311
H 0.332227 -1.541308 -1.919941 -0.71 0.00 0.07 0.238
H -1.246790 -2.101797 -1.251967 -0.05 -0.12 0.09 0.316
H 1.050974 2.330107 -0.116345 -1.23 -0.62 -0.28 0.324
H 0.885601 1.603252 -1.628493 1.58 -0.80 -1.75 0.433
H -0.381886 2.425899 -1.232008 -1.68 1.45 -0.04 0.464
H -1.351259 0.984346 1.777760 0.16 0.57 0.30 0.345
H -2.564010 1.254483 0.496167 0.52 -0.59 0.05 0.462
```
Positions in Å, forces in eV/Å.

Computed properties:
Orbital gap ... 9.7 eV
LUMO ... 0.22 eV
Energy relative to the best compared isomer or geometry (same formula, charge and spin) ... 0.00 kcal per mole



[4]
The following is a quantum chemistry calculation of 5 unconnected molecules or ions with the total composition C5H10Cl10 in a non-equilibrium geometry, from the OMol25 dataset.

```
25
Properties=species:S:1:pos:R:3:forces:R:3:mulliken_spin:R:1
C 7.438272 13.178548 -20.335755 -0.52 -0.68 -0.81 -0.057
Cl 5.893750 13.717805 -19.710507 -0.65 0.18 0.17 0.008
Cl 8.737041 13.978797 -19.545939 1.40 0.77 0.74 0.037
H 7.517449 12.109090 -20.140635 -0.05 0.18 -0.31 -0.052
H 7.494355 13.431258 -21.394576 -0.13 -0.35 0.18 0.056
C 9.540315 15.599772 -16.387532 0.13 -0.28 -0.99 0.050
Cl 11.246389 15.337403 -16.918438 -0.59 0.16 0.47 -0.008
Cl 8.818553 14.112966 -15.717043 0.26 0.54 0.11 0.004
H 9.473493 16.455810 -15.716102 0.17 -0.46 0.18 -0.024
H 8.999483 15.808139 -17.310670 0.00 -0.03 0.22 0.004
C 8.335957 14.726832 -25.661661 0.47 -0.09 0.35 0.648
Cl 7.494195 14.117677 -24.229766 -0.26 0.44 0.43 0.130
Cl 8.614252 13.373617 -26.708356 0.11 -0.61 -1.10 -0.229
H 7.744794 15.489738 -26.168210 0.14 -0.11 0.21 -0.167
H 9.340666 15.037197 -25.374706 -0.42 0.47 0.15 -0.090
C 6.304463 10.805476 -24.690349 0.70 0.74 -0.86 0.166
Cl 6.321094 11.183631 -22.851167 0.06 0.09 1.07 0.400
Cl 5.420574 9.325110 -25.056795 -0.37 -0.34 -0.25 0.127
H 5.902176 11.707579 -25.151295 -0.54 -0.29 -0.13 0.007
H 7.334664 10.728932 -25.038111 0.11 -0.33 0.20 -0.009
C 10.105931 10.126418 -17.121037 0.26 0.02 -0.40 0.001
Cl 11.752333 9.420827 -17.412513 -0.78 0.39 0.45 0.001
Cl 9.313122 10.391359 -18.715087 0.15 -0.19 0.98 0.002
H 9.538366 9.459520 -16.472023 0.03 -0.26 -0.58 0.000
H 10.176801 11.069939 -16.579869 0.35 0.05 -0.47 -0.002
```
Positions in Å, forces in eV/Å.

Computed properties:
Orbital gap (alpha / beta) ... 1.4 / 9.0 eV
Multiplicity ... 2
Total charge ... -1
LUMO (alpha / beta) ... 2.13 / 2.09 eV
Energy relative to the best compared isomer or geometry (same formula, charge and spin) ... 3.40 kcal per mole



[5]
The following is a quantum chemistry calculation of a molecular structure, C5H10Cl2Si in a non-equilibrium geometry, from the OMol25 dataset.

```
18
Properties=species:S:1:pos:R:3:forces:R:3:mulliken_charge:R:1
C -1.204577 0.166296 -0.414363 -0.01 -2.75 3.10 -0.996
C -1.325215 -1.125741 1.071132 0.69 2.63 -2.50 -0.826
C 1.117829 0.299319 0.422520 0.08 -0.44 0.29 -0.963
C 0.242272 0.079623 -0.818202 0.05 0.16 -0.05 0.712
C 0.553172 1.077726 -1.932256 0.05 -0.26 0.11 -1.599
Si 0.366463 -0.769557 1.816992 -0.76 0.53 -1.65 0.603
Cl 0.260123 0.266344 3.554601 -0.07 0.29 0.50 -0.264
Cl 1.440269 -2.459982 2.164718 0.25 -0.39 0.05 -0.271
H -1.913615 -0.164212 -1.157015 -0.20 0.00 -0.14 0.391
H -1.475021 1.107742 0.044049 -0.09 0.25 -0.03 0.366
H -2.223737 -0.858637 1.607286 -0.07 -0.07 0.27 0.387
H -1.423919 -2.073104 0.558708 0.01 -0.22 0.02 0.351
H 2.158024 0.061205 0.201989 0.10 -0.04 0.10 0.395
H 1.092646 1.354835 0.700175 -0.08 0.07 0.15 0.362
H 0.436506 -0.929727 -1.197087 -0.07 -0.01 -0.02 0.191
H 1.549155 0.892591 -2.324024 0.15 0.10 -0.12 0.397
H 0.512552 2.096752 -1.552504 -0.03 0.13 0.01 0.370
H -0.162929 0.978527 -2.746718 -0.01 0.03 -0.10 0.393
```
Positions in Å, forces in eV/Å.

Computed properties:
Orbital gap ... 10.7 eV
LUMO ... 0.80 eV
Energy relative to the best compared isomer or geometry (same formula, charge and spin) ... 24.71 kcal per mole



[6]
The following is a quantum chemistry calculation of 2 unconnected molecules or ions with the total composition C5H10ClN in a non-equilibrium geometry, from the OMol25 dataset.

```
17
Properties=species:S:1:pos:R:3:forces:R:3:mulliken_charge:R:1
C -1.752443 0.463433 -0.129474 -0.52 3.67 1.25 0.417
C -3.262488 0.793910 0.034251 0.85 -2.60 -0.51 -0.782
C 1.862278 -0.483810 -1.271033 1.29 -3.39 1.30 -1.429
C 1.753398 -0.775003 1.411004 1.94 -1.34 -3.79 -0.980
C 1.492652 -0.090089 0.071591 -0.62 -0.82 1.38 0.633
N -1.242018 -0.606463 -0.298216 1.46 -2.64 -0.34 -0.525
Cl 1.205156 1.547324 0.258802 0.10 1.63 0.05 -0.218
H -1.051814 1.406094 -0.032443 -1.06 -1.21 -0.24 0.070
H -3.806337 -0.201987 0.377270 0.92 2.29 -0.90 0.232
H -3.437113 1.042487 -1.052779 -0.92 0.31 1.49 0.265
H -3.292739 1.565468 0.810119 -0.61 0.08 -0.65 0.277
H 2.885254 -0.334224 -1.432533 2.02 0.84 -0.30 0.438
H 1.347426 0.034828 -1.954149 -1.95 1.93 -2.64 0.388
H 1.827918 -1.559385 -1.544045 -0.73 0.35 0.69 0.319
H 0.933651 -0.401768 1.960808 -0.33 -0.11 1.66 0.372
H 1.692866 -1.879948 1.105876 -0.02 1.36 1.22 0.230
H 2.844357 -0.520867 1.684956 -1.82 -0.35 0.35 0.293
```
Positions in Å, forces in eV/Å.

Computed properties:
Orbital gap (alpha / beta) ... 9.4 / 7.2 eV
LUMO (alpha / beta) ... 0.68 / -0.05 eV
Energy relative to the best compared isomer or geometry (same formula, charge and spin) ... 102.85 kcal per mole